(1)
A structure of composition C2H5N3S2 in a non-equilibrium geometry. Source: OMol25; level of theory: ωB97M-V/def2-TZVPD.

Structure (XYZ):
```
12
Properties=species:S:1:pos:R:3:lowdin_charge:R:1
C -1.3309 -0.0923 -0.7700 -1.101
C 1.3530 1.8663 1.0771 -0.137
H 1.1704 -1.3974 -0.3231 0.036
H 0.1674 -1.8358 0.8351 0.109
H -1.0003 -1.8570 -1.6790 0.015
H 2.5105 1.9467 1.0854 0.097
H 0.5357 2.1825 1.8532 0.060
N 0.3751 -1.9835 -0.2131 0.022
N -0.7437 -1.4276 -0.9362 -0.083
N 0.7066 1.1157 0.1808 -0.368
S -2.7256 0.4518 -1.5816 0.531
S -1.0182 1.0306 0.4712 0.819
```

Computed properties:
* E_tot: -28291.9665 eV
* frontier orbital gap: 0.29310 hartree
* E_LUMO: -0.29 eV
* F_max: 10.3 eV/Å
* HOMO level: -8.26 eV

=====

(2)
An isolated molecule of C2H5N3S2 in a non-equilibrium geometry. Source: OMol25; level of theory: ωB97M-V/def2-TZVPD.

Structure (XYZ):
```
12
Properties=species:S:1:pos:R:3:lowdin_charge:R:1
H -0.3488 1.8524 0.2806 0.024
N -1.3386 1.7218 0.2085 0.100
C -1.8612 0.5798 -0.0226 -0.704
N -3.1855 0.2309 -0.2603 -0.019
S -0.9294 -1.1233 -0.0660 0.881
N 0.6298 -0.7284 0.5053 -0.456
C 1.5476 -0.1131 -0.2782 -0.887
S 3.0987 0.3669 -0.0645 0.584
H -3.3648 -0.7747 -0.0278 0.053
H -3.9575 0.9186 0.3104 0.198
H 0.8939 -1.0331 1.5270 0.153
H 1.2108 -0.2318 -1.3720 0.073
```

Computed properties:
* E_tot: -28294.2028 eV
* frontier orbital gap: 0.32854 hartree
* structure (SMILES): [H]/N=C(/N)SNC=S
* E_LUMO: 0.20 eV
* F_max: 4.5 eV/Å
* HOMO level: -8.74 eV

=====

(3)
A structure of composition C2H5N3S2 in a non-equilibrium geometry. Source: OMol25; level of theory: ωB97M-V/def2-TZVPD.

Structure (XYZ):
```
12
Properties=species:S:1:pos:R:3:lowdin_charge:R:1
C -1.6179 0.6401 -0.0992 -0.582
C 0.8440 1.1692 0.1141 -0.247
H -0.0586 -1.5636 -0.5859 0.150
H -0.7244 -1.6073 1.0855 0.180
H -1.9857 1.7186 -0.3697 0.098
H 0.4932 2.1099 0.0603 0.065
H 1.3104 -1.2125 -0.0817 -0.172
N 0.1055 -1.1515 0.4289 -0.050
N -0.2854 0.2052 0.2199 -0.233
N 2.0776 0.9379 -0.1754 -0.312
S -2.8860 -0.4930 -0.2987 0.535
S 2.7274 -0.7529 -0.2981 0.567
```

Computed properties:
* E_tot: -28291.2014 eV
* frontier orbital gap: 0.29067 hartree
* E_LUMO: -0.57 eV
* F_max: 6.5 eV/Å
* HOMO level: -8.48 eV

=====

(4)
A cluster of 2 separate species, C2H5N3S2 in total in a non-equilibrium geometry. Source: OMol25; level of theory: ωB97M-V/def2-TZVPD.

Structure (XYZ):
```
12
Properties=species:S:1:pos:R:3:mulliken_spin:R:1
C -0.2012 0.1308 1.1550 0.063
C -0.5018 0.1242 -0.1556 -0.013
N -3.3866 -0.9160 0.1858 0.300
N -4.0302 0.0459 -0.0754 0.331
N 0.2269 -0.3586 -1.2133 0.006
S -5.1409 1.1123 -0.1162 0.625
S -2.3441 -2.0055 0.1789 0.700
H 0.8220 -0.0733 1.6750 -0.001
H -0.9116 0.3602 1.9695 0.001
H -1.3697 0.5690 -0.6127 -0.016
H 1.1770 -0.6551 -0.9306 0.001
H 0.3594 0.0640 -2.0793 0.001
```

Computed properties:
* E_tot: -28289.5697 eV
* <S²>: 2.015
* frontier orbital gap (spin up / spin down): 0.24766 / 0.20832 hartree
* E_LUMO (spin up / spin down): 0.37 / -2.34 eV
* spin multiplicity: 3
* F_max: 4.3 eV/Å
* HOMO level (spin up / spin down): -6.37 / -8.01 eV

=====

(5)
The ion C2H5N4 with charge +1 in a non-equilibrium geometry. Source: OMol25; level of theory: ωB97M-V/def2-TZVPD.

Structure (XYZ):
```
11
Properties=species:S:1:pos:R:3:lowdin_charge:R:1
C 0.6620 1.7397 1.5801 0.037
C 0.5350 0.9062 0.4374 0.092
N 0.3039 0.1342 -0.4114 0.142
N 0.6669 -0.7280 -1.3305 0.024
N 0.0055 -1.6771 -1.7831 -0.015
N -1.1868 -2.0303 -1.3643 0.139
H 1.1466 1.1504 2.2087 0.060
H -0.2668 2.0547 2.0502 0.129
H 1.3148 2.6048 1.3583 0.139
H -1.6663 -1.2946 -0.8916 0.110
H -1.5147 -2.8601 -1.8539 0.143
```

Computed properties:
* E_tot: -8104.0854 eV
* total charge: +1
* frontier orbital gap: 0.37144 hartree
* structure (SMILES): CC#[N+]/N=N\N
* E_LUMO: -5.01 eV
* F_max: 4.9 eV/Å
* HOMO level: -15.12 eV

=====

(6)
A structure of composition C2H5N4 in a non-equilibrium geometry. Source: OMol25; level of theory: ωB97M-V/def2-TZVPD.

Structure (XYZ):
```
11
Properties=species:S:1:pos:R:3:lowdin_charge:R:1
C -0.5829 1.6746 -0.4446 -0.173
C -0.4005 0.7186 0.6113 0.026
N -0.0819 1.4165 -1.5552 0.276
N 0.6291 -0.2602 -1.1073 0.138
N 0.2630 -0.3971 0.0797 -0.237
N 0.3281 -1.6133 0.7381 0.186
H -1.1468 2.5118 -0.1170 0.140
H -0.6617 0.7221 1.7294 0.164
H 1.3884 -0.7943 -1.6567 0.216
H 0.4384 -2.3838 0.1044 0.132
H -0.1733 -1.5948 1.6179 0.134
```

Computed properties:
* E_tot: -8103.0531 eV
* total charge: +1
* frontier orbital gap: 0.33069 hartree
* E_LUMO: -5.49 eV
* F_max: 5.0 eV/Å
* HOMO level: -14.49 eV

=====

(7)
A structure of composition C2H5N4O in a non-equilibrium geometry. Source: OMol25; level of theory: ωB97M-V/def2-TZVPD.

Structure (XYZ):
```
12
Properties=species:S:1:pos:R:3:lowdin_charge:R:1
C 0.4386 0.8916 -0.0663 0.055
C -0.7175 0.0998 -0.0300 -0.338
N -0.4096 -1.2226 -0.1411 0.234
N 1.4060 -1.1561 0.1808 0.264
N 1.5943 0.2104 0.0329 -0.284
N -1.8721 0.7032 0.1032 0.218
O 2.7177 0.6086 0.0151 0.150
H 0.6264 1.8858 -0.2100 0.129
H -0.7940 -2.0179 0.3282 0.134
H 1.6836 -1.9366 -0.3739 0.140
H -1.9745 1.6370 0.4761 0.150
H -2.6991 0.2967 -0.3152 0.148
```

Computed properties:
* E_tot: -10150.6358 eV
* total charge: +1
* frontier orbital gap: 0.33059 hartree
* E_LUMO: -5.63 eV
* F_max: 6.9 eV/Å
* HOMO level: -14.62 eV

=====

(8)
A structure of composition C2H5N4O in a non-equilibrium geometry. Source: OMol25; level of theory: ωB97M-V/def2-TZVPD.

Structure (XYZ):
```
12
Properties=species:S:1:pos:R:3:lowdin_charge:R:1
C -2.7529 0.1178 0.1559 -0.021
C 0.6329 -0.0641 -0.0206 -0.342
N -3.5540 0.1064 0.9126 0.150
N 1.7347 -0.6678 0.4201 0.224
N 0.5154 1.2832 0.0490 0.248
N -0.3901 -0.7822 -0.6213 0.034
O -1.3929 0.0353 -1.1179 -0.043
H 2.3416 -0.0832 1.0235 0.161
H 1.7598 -1.5456 0.8824 0.132
H 1.3468 1.7126 0.2524 0.103
H 0.0636 1.5911 -0.7908 0.131
H -0.3049 -1.7035 -1.1453 0.222
```

Computed properties:
* E_tot: -10150.6556 eV
* total charge: +1
* frontier orbital gap (spin up / spin down): 0.35543 / 0.35545 hartree
* E_LUMO (spin up / spin down): -6.38 / -6.38 eV
* F_max: 11.9 eV/Å
* HOMO level (spin up / spin down): -16.05 / -16.05 eV

=====

(9)
The ion C2H5N4OS with charge +1 in a non-equilibrium geometry. Source: OMol25; level of theory: ωB97M-V/def2-TZVPD.

Structure (XYZ):
```
13
Properties=species:S:1:pos:R:3:lowdin_charge:R:1
H 3.8228 0.8846 -0.5787 0.137
N 2.8979 0.7543 -0.0576 0.186
N 2.1016 -0.0409 -0.4779 0.043
C 0.9949 -0.5069 0.1168 -0.467
O 1.0893 -1.6773 0.6284 0.154
N 0.0398 0.4373 0.0957 0.075
N -1.2389 0.3911 0.0319 -0.440
C -2.0227 1.4088 0.1430 0.101
S -2.0376 -1.2881 -0.2627 0.837
H 0.2569 -2.1605 1.0203 0.185
H -1.7152 2.3937 0.1776 0.089
H -3.1344 1.1980 0.3566 0.136
H -1.0543 -1.7941 -1.1932 -0.037
```

Computed properties:
* E_tot: -20985.5991 eV
* total charge: +1
* frontier orbital gap: 0.31089 hartree
* structure (SMILES): [H]/N=N/C(O)=N/[N+](=C)S
* E_LUMO: -5.08 eV
* F_max: 4.8 eV/Å
* HOMO level: -13.54 eV

=====

(10)
A structure of composition C2H5N5O in a non-equilibrium geometry. Source: OMol25; level of theory: ωB97M-V/def2-TZVPD.

Structure (XYZ):
```
13
Properties=species:S:1:pos:R:3:lowdin_charge:R:1
C -0.1143 -0.3402 -0.0419 -0.223
C 0.6874 0.9924 0.0522 -0.537
H -2.9612 0.6429 1.0174 0.132
H -2.3727 1.1401 -0.7224 0.191
H -1.4171 -1.8117 0.0035 0.110
H 2.5463 -1.3212 -0.4834 0.085
H 2.8937 1.0367 -0.2455 0.267
N -2.6717 0.0953 -0.0082 -0.086
N -1.4575 -0.8021 0.0853 -0.085
N 0.6815 -1.3656 -0.0334 0.017
N 2.0321 -0.9615 0.2886 0.041
N 1.8442 0.5398 -0.0103 0.061
O 0.3092 2.1551 0.0981 0.027
```

Computed properties:
* E_tot: -11647.0024 eV
* frontier orbital gap: 0.33846 hartree
* E_LUMO: 0.59 eV
* F_max: 12.3 eV/Å
* HOMO level: -8.62 eV

=====

(11)
An isolated molecule of C2H5N5O in a non-equilibrium geometry. Source: OMol25; level of theory: ωB97M-V/def2-TZVPD.

Structure (XYZ):
```
13
Properties=species:S:1:pos:R:3:lowdin_charge:R:1
H -2.6448 1.1357 -0.8616 0.044
N -2.2171 0.5136 -0.2143 0.158
C -1.0027 0.5017 -0.4135 -0.488
N -0.2350 1.0239 -1.5129 0.146
C 0.9646 0.6867 -1.3480 -0.123
N 1.1780 0.0541 -0.1096 -0.132
O 2.0480 -1.0518 -0.0410 -0.024
N -0.1237 -0.3347 0.2283 -0.134
N -0.2147 -0.6826 1.5781 0.108
H 1.8715 0.8422 -1.9127 0.133
H 1.9163 -1.3448 0.9444 0.141
H -0.8499 -1.4422 1.6580 0.084
H -0.6904 0.0982 2.0049 0.087
```

Computed properties:
* E_tot: -11649.2556 eV
* frontier orbital gap: 0.34189 hartree
* structure (SMILES): [H]/N=c1\ncn(O)n1N
* E_LUMO: 0.54 eV
* F_max: 3.5 eV/Å
* HOMO level: -8.76 eV

=====

(12)
An isolated molecule of C2H5N5O in a non-equilibrium geometry. Source: OMol25; level of theory: ωB97M-V/def2-TZVPD.

Structure (XYZ):
```
13
Properties=species:S:1:pos:R:3:lowdin_charge:R:1
H -0.8052 -0.7003 -1.5396 0.112
N -0.0607 0.0147 -2.1098 0.113
C 0.1476 0.9313 -1.1903 -0.517
N 1.2191 1.8198 -1.0681 0.096
N 1.2537 2.3801 0.0164 0.078
O 0.3226 1.7841 0.8399 -0.013
N -0.4387 0.9625 -0.0190 -0.109
N -0.8799 -0.1267 0.6799 -0.014
C 0.0853 -1.3491 0.7501 -0.072
H -1.7835 -0.4841 0.6940 0.094
H 0.3792 -2.1778 0.0321 0.090
H 0.9374 -1.0669 1.2930 0.038
H -0.3767 -1.9874 1.6212 0.107
```

Computed properties:
* E_tot: -11646.4858 eV
* frontier orbital gap: 0.34118 hartree
* structure (SMILES): [H]/N=c1/nnon1NC
* E_LUMO: -0.21 eV
* F_max: 5.0 eV/Å
* HOMO level: -9.49 eV